{
  "formula": "C2H10O2S2",
  "method": "the ωB97M-V functional and the def2-TZVPD basis",
  "total_charge": 0,
  "smiles": "CCSS.O.O",
  "e_above_lowest_kj_mol": 55.0,
  "homo_energy_ev": -9.49,
  "energy_ev": -28001.549,
  "e_lumo_ev": 0.3,
  "multiplicity": 1,
  "max_force_ev_per_a": 0.9,
  "symbols": ["C", "C", "S", "S", "H", "H", "H", "H", "H", "H", "O", "H", "H", "O", "H", "H"],
  "positions_angstrom": [[1.00, 1.04, 0.83], [0.32, 1.21, -0.53], [1.15, 0.09, -1.70], [0.49, 0.72, -3.52], [0.30, 1.08, 1.65], [1.56, 0.10, 0.90], [1.77, 1.77, 1.04], [-0.73, 0.89, -0.43], [0.38, 2.21, -0.92], [-0.62, -0.01, -3.63], [-1.96, 0.06, 3.33], [-1.43, -0.21, 2.58], [-2.87, 0.16, 3.03], [-0.01, -3.37, -0.93], [0.90, -3.20, -1.20], [-0.25, -2.53, -0.51]]
}